Entry 1:
{"formula": "C27H27N6OOsS", "method": "wB97M-V/def2-TZVPD", "species": ["Os", "N", "C", "N", "C", "N", "N", "C", "C", "C", "C", "C", "C", "N", "C", "C", "C", "C", "C", "C", "H", "H", "H", "H", "H", "H", "H", "H", "H", "H", "H", "C", "C", "C", "C", "C", "C", "C", "H", "H", "H", "H", "H", "O", "C", "C", "C", "C", "C", "C", "N", "H", "H", "H", "H", "H", "H", "H", "H", "H", "H", "H", "S"], "coordinates": [[0.224, -2.033, 0.036], [-4.128, -1.983, -0.041], [-2.816, -2.135, -0.444], [-1.827, -1.846, 0.361], [-2.060, -1.321, 1.635], [-1.058, -1.051, 2.488], [0.131, -1.416, 1.894], [1.295, -1.218, 2.519], [2.459, -1.478, 1.757], [3.774, -1.284, 2.223], [4.839, -1.481, 1.383], [4.599, -1.885, 0.058], [3.299, -2.085, -0.349], [2.239, -1.911, 0.459], [-3.417, -0.962, 2.000], [-3.729, -0.291, 3.182], [-5.054, 0.047, 3.486], [-6.068, -0.267, 2.604], [-5.772, -0.928, 1.403], [-4.464, -1.282, 1.115], [-4.840, -2.116, -0.735], [-2.615, -2.511, -1.435], [1.316, -0.867, 3.543], [3.917, -0.967, 3.249], [5.852, -1.326, 1.737], [5.408, -2.045, -0.642], [3.058, -2.409, -1.353], [-2.917, -0.051, 3.855], [-5.281, 0.557, 4.414], [-7.094, -0.005, 2.832], [-6.561, -1.178, 0.702], [0.050, -2.001, -2.000], [-0.278, -1.201, -3.110], [-0.150, -1.673, -4.448], [-0.473, -0.874, -5.528], [-0.951, 0.427, -5.347], [-1.107, 0.906, -4.038], [-0.786, 0.121, -2.950], [0.219, -2.681, -4.599], [-0.352, -1.264, -6.534], [-1.202, 1.047, -6.199], [-1.487, 1.910, -3.874], [-0.914, 0.497, -1.945], [0.802, 0.603, -0.260], [0.548, 1.715, 0.144], [0.456, 2.056, 1.601], [1.938, 2.269, 1.998], [2.779, 3.178, 1.072], [3.072, 2.618, -0.339], [1.949, 2.886, -1.360], [0.631, 2.811, -0.704], [0.003, 1.243, 2.170], [-0.120, 2.974, 1.753], [2.412, 1.284, 2.025], [1.970, 2.669, 3.014], [3.734, 3.344, 1.576], [2.310, 4.169, 0.991], [3.237, 1.540, -0.260], [4.001, 3.048, -0.723], [1.985, 2.178, -2.184], [2.037, 3.890, -1.774], [0.418, 3.667, -0.216], [0.555, -3.626, -1.887]], "mulliken_spin": [1.007, 0.059, 0.385, -0.038, 0.219, 0.149, 0.143, 0.182, 0.095, 0.067, 0.010, 0.129, -0.064, 0.160, -0.067, 0.151, -0.005, 0.051, 0.075, 0.008, -0.011, 0.033, 0.018, 0.002, 0.004, 0.009, 0.025, 0.024, 0.007, 0.010, 0.005, 0.403, -0.096, 0.226, -0.128, 0.254, -0.136, 0.200, 0.030, -0.007, 0.028, -0.008, 0.089, 0.092, 0.000, 0.029, -0.010, 0.000, -0.002, 0.000, 0.011, -0.013, 0.001, 0.005, -0.007, -0.001, 0.002, 0.002, 0.000, 0.001, -0.001, -0.002, 0.197], "charge": -1, "s2": 6.073, "multiplicity": 5, "total_energy_ha": -1937.68329}

Entry 2:
{"formula": "C2H2N3O", "method": "wB97M-V/def2-TZVPD", "species": ["C", "C", "N", "N", "N", "O", "H", "H"], "coordinates": [[-1.408, 0.376, 0.727], [-0.613, -1.391, -0.677], [-1.825, 1.474, 0.325], [-2.551, 2.178, -0.148], [-1.454, -0.531, -0.464], [0.168, -2.226, -0.509], [-0.676, 0.092, 1.369], [-2.187, -0.482, -0.874]], "lowdin_charge": [-0.021, -0.060, -0.041, 0.341, 0.232, 0.375, 0.113, 0.061], "charge": 1, "total_energy_ha": -316.46170}